[1]
The following is a DFT calculation (ωB97M-V with the def2-TZVPD basis set) of a structure of composition C42H58AgN5O2.

Properties
Highest occupied orbital energy (spin up / spin down) in hartree: -0.02462 / -0.02459
Total charge: -2
ΔE to the lowest compared entry with this formula, charge and spin in kJ/mol: 0.00
Orbital gap (spin up / spin down) in eV: 5.26 / 5.25
Total energy in eV: -60041.390

Last column: Löwdin charge in e.
CARTESIAN COORDINATES (ANGSTROEM)
Ag: -0.105 0.256 -0.409  0.7663
C: -0.540 -5.962 -0.188  -0.1019
C: 0.707 -5.472 0.525  -0.2157
C: 1.171 -4.128 0.079  -0.1810
C: 1.951 -3.835 -0.991  -0.1539
C: 2.475 -4.772 -2.031  -0.2075
C: 1.581 -4.793 -3.263  -0.1068
C: 2.048 -2.362 -1.033  -0.2771
N: 1.283 -1.851 -0.057  0.1067
C: 0.778 -2.872 0.662  -0.2603
C: -0.042 -2.734 1.805  0.0312
C: -0.451 -1.574 2.421  -0.2552
C: -1.559 -1.518 3.428  -0.1256
C: -2.449 -2.683 3.782  -0.2124
C: -1.927 -3.648 4.844  -0.1182
C: -1.770 -0.217 3.716  -0.1444
C: -0.777 0.554 2.886  -0.2292
C: -0.693 1.939 2.793  0.0074
C: 0.057 2.685 1.905  -0.2577
N: 0.863 2.185 0.943  0.1017
C: 1.274 3.238 0.182  -0.2404
C: 2.036 3.123 -0.950  0.0229
C: 2.453 1.930 -1.583  -0.2780
N: 2.076 0.711 -1.266  0.0805
C: 2.795 -0.171 -1.999  -0.2490
C: 2.743 -1.563 -1.928  0.0289
C: 3.665 0.593 -2.874  -0.1558
C: 3.447 1.911 -2.623  -0.1662
C: 4.120 3.086 -3.229  -0.2188
C: 5.342 3.536 -2.404  -0.1014
C: 4.534 -0.050 -3.932  -0.2052
C: 3.692 -0.534 -5.125  -0.1096
C: 0.684 4.515 0.718  -0.1375
C: 0.004 4.157 1.817  -0.1383
C: -0.870 5.032 2.711  -0.1883
C: -2.300 4.992 2.160  -0.1037
C: 0.885 5.880 0.126  -0.2091
C: 2.266 6.434 0.448  -0.1101
N: -0.019 -0.314 2.174  0.1098
C: -2.843 0.468 4.472  -0.2067
C: -2.422 0.922 5.901  -0.0937
H: -0.882 -6.957 0.153  0.0676
H: -0.381 -5.981 -1.264  0.0481
H: -1.371 -5.243 -0.073  0.0671
H: 1.511 -6.237 0.381  0.1058
H: 0.526 -5.497 1.616  0.0996
H: 2.563 -5.790 -1.667  0.0914
H: 3.475 -4.424 -2.328  0.1017
H: 0.619 -5.286 -3.046  0.0578
H: 2.069 -5.306 -4.099  0.0591
H: 1.345 -3.765 -3.580  0.0693
H: -0.524 -3.650 2.169  0.0916
H: -2.679 -3.246 2.878  0.1011
H: -3.440 -2.308 4.108  0.1005
H: -0.980 -4.133 4.570  0.0626
H: -2.631 -4.490 5.051  0.0662
H: -1.758 -3.104 5.771  0.0580
H: -1.324 2.483 3.471  0.0799
H: 2.356 4.022 -1.453  0.0820
H: 3.303 -2.082 -2.681  0.0844
H: 3.441 3.923 -3.293  0.0883
H: 4.393 2.904 -4.285  0.1020
H: 4.988 3.896 -1.418  0.0697
H: 5.833 4.427 -2.888  0.0675
H: 6.079 2.756 -2.289  0.0589
H: 5.104 -0.917 -3.505  0.1088
H: 5.273 0.657 -4.336  0.0919
H: 2.824 -1.126 -4.818  0.0668
H: 4.267 -1.097 -5.844  0.0491
H: 3.305 0.338 -5.647  0.0651
H: -0.488 6.066 2.731  0.0956
H: -0.861 4.660 3.732  0.0923
H: -2.331 5.325 1.145  0.0596
H: -3.032 5.566 2.748  0.0678
H: -2.644 3.962 2.162  0.0514
H: 0.121 6.534 0.523  0.0880
H: 0.737 5.830 -0.972  0.1156
H: 2.435 6.569 1.508  0.0639
H: 2.413 7.415 -0.025  0.0602
H: 3.051 5.744 0.107  0.0640
H: -3.711 -0.182 4.527  0.0897
H: -3.203 1.354 3.931  0.1010
H: -2.280 0.062 6.531  0.0518
H: -3.181 1.579 6.322  0.0531
H: -1.501 1.512 5.853  0.0669
C: -1.117 -2.536 -2.265  -0.0523
C: -2.406 -1.983 -1.720  -0.6868
C: -2.925 -0.901 -2.645  -0.0527
C: -3.446 -3.113 -1.596  -0.0389
O: -2.137 -1.459 -0.429  -0.1102
H: -1.266 -2.969 -3.263  0.0817
H: -0.695 -3.296 -1.583  0.0742
H: -0.336 -1.764 -2.403  0.0806
H: -3.045 -1.277 -3.653  0.0686
H: -2.253 -0.036 -2.690  0.0781
H: -3.870 -0.491 -2.260  0.0791
H: -3.515 -3.702 -2.516  0.0719
H: -4.440 -2.707 -1.415  0.0725
H: -3.164 -3.762 -0.789  0.0558
C: -4.252 2.860 0.265  -0.0663
C: -3.301 1.699 0.107  -0.6970
N: -3.650 0.504 0.580  0.0551
O: -2.231 1.902 -0.526  -0.1114
H: -4.869 2.738 1.177  0.0659
H: -4.922 2.835 -0.608  0.0673
H: -3.743 3.834 0.238  0.0459
H: -4.573 0.580 0.975  0.0080
H: -2.840 -0.814 -0.068  0.0313



[2]
The following is a DFT calculation (ωB97M-V with the def2-TZVPD basis set) of a structure of composition C42H58AsGaN3S.

Properties
Highest occupied orbital energy in hartree: -0.37508
Total charge: +1
ΔE to the lowest compared entry with this formula, charge and spin in kJ/mol: 28.33
Orbital gap in eV: 7.56
Total energy in eV: -173011.496

Last column: Löwdin charge in e.
CARTESIAN COORDINATES (ANGSTROEM)
Ga: -0.128 -1.199 0.406  0.5405
C: -2.072 1.003 2.158  -0.0017
C: -2.695 1.225 0.859  -0.1042
C: -2.664 0.035 0.167  -0.1289
C: -1.958 -0.961 1.042  -0.2371
C: -1.664 -0.276 2.325  -0.2223
C: -1.094 -0.886 3.596  -0.5563
C: -2.050 -0.594 4.759  -0.0355
C: -0.932 -2.402 3.466  -0.0493
C: 0.279 -0.263 3.900  -0.0382
C: -3.417 -0.540 -1.041  -0.5194
C: -4.756 -1.091 -0.512  -0.0229
C: -3.714 0.419 -2.194  -0.0456
C: -2.637 -1.712 -1.653  -0.0817
C: -3.244 2.626 0.531  -0.5061
C: -4.779 2.609 0.542  -0.0343
C: -2.800 3.620 1.617  -0.0699
C: -2.723 3.183 -0.811  -0.0422
H: -1.995 1.761 2.925  0.1113
H: -2.331 -1.983 1.065  0.0962
H: -3.056 -0.954 4.533  0.0956
H: -2.112 0.478 4.955  0.0850
H: -1.703 -1.087 5.671  0.0896
H: -1.886 -2.899 3.278  0.0999
H: -0.518 -2.808 4.392  0.0960
H: -0.249 -2.676 2.654  0.0301
H: 0.197 0.820 4.006  0.0845
H: 0.993 -0.459 3.094  0.0523
H: 0.690 -0.670 4.829  0.0917
H: -5.372 -0.286 -0.112  0.0802
H: -4.598 -1.820 0.286  0.0891
H: -5.309 -1.582 -1.318  0.0938
H: -4.415 1.197 -1.911  0.0601
H: -4.178 -0.147 -3.005  0.0906
H: -2.803 0.879 -2.581  0.0895
H: -2.572 -2.569 -0.983  0.0289
H: -1.623 -1.410 -1.945  0.0605
H: -3.138 -2.059 -2.559  0.0989
H: -5.155 2.247 1.502  0.0950
H: -5.188 1.971 -0.242  0.0573
H: -5.164 3.620 0.385  0.0938
H: -3.275 3.413 2.578  0.0881
H: -3.093 4.628 1.320  0.0905
H: -1.718 3.608 1.755  0.0630
H: -3.308 2.850 -1.658  0.0553
H: -1.687 2.892 -0.975  0.0395
H: -2.774 4.275 -0.799  0.0890
C: 0.591 4.021 -0.157  -0.3005
As: 0.936 2.120 0.164  1.1727
C: 2.096 2.369 1.710  -0.2968
C: 2.260 1.903 -1.306  -0.3263
C: 3.427 2.847 -1.289  -0.3008
C: 3.434 3.993 -2.081  -0.0614
C: 4.524 4.854 -2.079  -0.0772
C: 5.630 4.580 -1.286  -0.0863
C: 5.632 3.444 -0.486  -0.0733
C: 4.537 2.590 -0.483  -0.0679
H: 1.538 4.559 -0.162  0.0274
H: -0.045 4.426 0.628  0.0149
H: 0.094 4.163 -1.116  0.0231
H: 2.858 3.120 1.501  0.0251
H: 2.567 1.427 1.990  0.0061
H: 1.474 2.715 2.536  0.0222
H: 1.677 2.032 -2.219  0.0742
H: 2.609 0.873 -1.275  0.0240
H: 2.581 4.209 -2.715  0.1123
H: 4.509 5.739 -2.702  0.1052
H: 6.486 5.243 -1.297  0.1033
H: 6.489 3.220 0.139  0.1044
H: 4.544 1.707 0.150  0.0949
N: 1.656 -0.868 0.546  0.0419
C: 2.539 -1.213 -0.303  -0.3529
C: 3.985 -1.012 0.018  -0.1962
C: 4.903 -0.752 -0.996  -0.0399
C: 6.235 -0.519 -0.686  -0.0625
C: 6.657 -0.560 0.635  -0.0666
C: 5.745 -0.830 1.652  -0.0643
C: 4.413 -1.051 1.343  -0.0420
C: 2.212 -1.789 -1.649  -0.2258
C: 2.811 -2.969 -2.082  -0.0433
C: 2.415 -3.546 -3.280  -0.0567
C: 1.444 -2.932 -4.066  -0.0589
C: 0.874 -1.736 -3.655  -0.0548
C: 1.253 -1.173 -2.444  -0.0717
H: 4.573 -0.702 -2.027  0.1277
H: 6.943 -0.302 -1.476  0.1148
H: 7.695 -0.372 0.878  0.1104
H: 6.076 -0.867 2.682  0.1089
H: 3.686 -1.247 2.123  0.1036
H: 3.580 -3.434 -1.474  0.1207
H: 2.880 -4.466 -3.615  0.1102
H: 1.147 -3.377 -5.006  0.1114
H: 0.146 -1.237 -4.281  0.1158
H: 0.819 -0.229 -2.123  0.0911
S: -0.355 -3.636 -0.115  0.8192
C: 1.009 -4.533 0.355  -0.7605
N: 1.976 -4.150 1.185  0.0567
C: 2.955 -5.210 1.449  -0.0949
C: 2.455 -6.356 0.539  -0.0964
N: 1.251 -5.773 -0.064  0.0439
H: 1.952 -3.273 1.676  0.1191
H: 2.949 -5.486 2.501  0.1235
H: 3.958 -4.882 1.182  0.1187
H: 2.211 -7.254 1.101  0.1221
H: 3.182 -6.609 -0.230  0.1201
H: 0.614 -6.262 -0.669  0.1484



Q: What is the total energy in the second record?
A: -173011.496 eV



Q: Among the records above, which one has the lowest total energy?
A: C42H58AsGaN3S



Q: total energy of number 1 (C42H58AgN5O2)?
A: -60041.390 eV